DFT (the ωB97M-V functional and the def2-TZVPD basis) results for a molecular structure, C32H52IN2O7SbSi3Sn.

Each line ends with the Mulliken charge.
CARTESIAN COORDINATES (ANGSTROEM)
1 Sn -4.29450 -0.98220 7.87205  0.28
2 O 7.36760 0.70602 3.42855  -0.51
3 C 7.06837 -0.71205 3.31240  0.48
4 O 7.83737 -1.41832 3.81113  -0.46
5 C 5.87179 -1.02043 2.63976  0.13
6 C 4.62799 -1.60956 2.74962  -0.75
7 C 4.01035 -2.29115 1.76983  -0.33
8 C 4.79576 -2.57523 0.58252  -0.20
9 C 5.65098 -1.55874 0.23333  0.47
10 N 5.97627 -0.48267 1.17225  -0.51
11 C 6.55692 -1.65503 -1.04073  0.25
12 O 7.69647 -1.00374 -1.21995  -0.54
13 O 6.30452 -2.51114 -1.77252  -0.49
14 H 6.54252 0.93678 2.88610  0.43
15 H 4.31733 -1.81723 3.70223  0.62
16 H 3.17014 -3.19677 2.00682  0.21
17 H 4.49986 -3.39770 -0.08401  0.47
18 H 8.00113 -0.40473 -0.44835  0.35
19 N -2.73304 2.55444 7.38840  -0.29
20 C -3.57486 3.12380 8.26976  0.35
21 O -3.29050 4.27740 8.65605  -0.72
22 C -4.84125 2.44841 8.58308  -0.01
23 C -5.20530 1.16566 7.69585  -1.52
24 H -1.89074 2.91983 7.44299  0.21
25 H -2.92945 1.60947 7.00703  0.18
26 H -5.54060 3.40154 8.39633  0.19
27 H -4.84337 2.21348 9.67656  0.20
28 H -5.25064 1.20986 6.62894  0.56
29 H -6.21147 1.02955 8.08423  0.45
30 H -3.63012 -0.85663 6.12525  -0.14
31 I -4.95955 -7.10030 2.51220  0.12
32 C -5.48251 -5.40832 3.37649  0.06
33 C -4.90528 -5.08091 4.59224  -0.44
34 C -5.20294 -3.92878 5.21517  -0.23
35 C -6.05051 -3.00177 4.69341  0.41
36 C -6.77002 -3.38298 3.53683  -0.66
37 C -6.39615 -4.54695 2.85137  -0.30
38 C -6.36090 -1.78052 5.40490  0.43
39 O -7.10659 -0.98231 4.87851  -0.65
40 O -6.01008 -1.71742 6.63784  -0.66
41 H -4.12552 -5.70219 5.01724  0.31
42 H -4.69154 -3.74337 6.17774  0.13
43 H -7.48925 -2.63730 3.22632  0.44
44 H -6.81795 -4.66148 1.86221  0.34
45 C 1.09899 -2.01685 -5.56892  -1.21
46 C 2.04827 -1.81436 -6.88616  2.10
47 C 1.50515 -2.71070 -8.15499  -1.50
48 C 3.43205 -2.11315 -6.51520  -1.87
49 C 1.98001 -0.37045 -7.30163  -0.24
50 C 2.01296 0.82681 -7.57055  -1.19
51 H 1.50921 -1.51403 -4.71214  0.14
52 H 1.14833 -3.17988 -5.16938  0.28
53 H 0.13023 -1.82162 -5.86542  0.40
54 H 1.19772 -3.83321 -7.85739  0.26
55 H 2.31299 -2.92212 -8.78990  0.45
56 H 0.48649 -2.31502 -8.71118  0.26
57 H 3.50918 -3.18158 -6.42033  0.43
58 H 3.68992 -1.79551 -5.54615  0.45
59 H 4.14683 -1.88247 -7.26453  0.39
60 C -1.42766 -0.19998 -0.55060  -1.17
61 Si 0.31882 0.73429 -0.20878  0.43
62 C 0.95470 1.28896 1.51290  -0.93
63 C 1.60384 -0.52955 -0.76187  -1.96
64 Sb 0.80991 2.97984 -1.31802  0.12
65 Si -1.45009 3.86897 -2.26967  0.49
66 C -1.53349 5.15892 -3.46781  -1.12
67 C -2.56457 4.24074 -0.74135  -0.87
68 C -2.52880 2.30218 -2.71422  -1.64
69 Si 1.64020 2.55470 -3.54739  0.23
70 C 3.13659 1.62274 -3.77477  -1.19
71 C 1.81730 4.24439 -4.40971  -0.89
72 C 0.39440 1.94212 -4.78287  -0.63
73 H -1.42275 -0.48913 -1.62936  0.37
74 H -2.57904 0.32565 -0.28861  0.24
75 H -1.57814 -0.87384 0.31236  0.42
76 H 1.16231 0.26389 1.93448  0.25
77 H 0.49387 1.89723 2.35302  0.34
78 H 2.05363 1.67975 1.22740  0.17
79 H 1.93418 -1.39612 -0.35003  0.71
80 H 2.43169 -0.12636 -1.18669  0.63
81 H 1.30387 -0.83097 -1.69627  0.49
82 H -2.53823 5.14487 -3.62231  0.45
83 H -0.65086 5.57605 -3.75784  0.68
84 H 5.17029 -0.01635 1.18195  0.39
85 H -2.50561 4.02168 0.22082  0.57
86 H -3.68581 4.22621 -1.21590  0.16
87 H -1.95536 5.28520 -0.97201  0.08
88 H -2.62310 1.53834 -2.02571  0.31
89 H -2.51015 2.00429 -3.52983  0.99
90 H -3.59332 2.97412 -2.73718  0.18
91 H 2.79222 0.69349 -4.31702  0.01
92 H 3.76420 1.32125 -2.92163  0.34
93 H 3.75158 2.22187 -4.06896  0.83
94 H 1.75472 3.70329 -5.34242  0.33
95 H 2.69677 4.88075 -4.63783  0.37
96 H 0.71165 4.75182 -3.76368  -0.42
97 H -0.42109 1.12126 -4.54129  0.04
98 H 0.94657 1.27220 -5.55726  -0.01
99 H 0.02569 2.83706 -5.23818  0.44

Output
* charge: -2
* energy: -3506.7928 hartree
* relative energy (zero: lowest compared OMol25 entry of this formula, charge and spin): 1279.1 kJ/mol

***

DFT (the ωB97M-V functional and the def2-TZVPD basis) results for a molecular structure, C32H53AsBInN4S3Si2.

Each line ends with the Mulliken charge.
CARTESIAN COORDINATES (ANGSTROEM)
1 In 0.20547 0.28902 -0.01720  0.93
2 C 0.10910 3.57965 -2.27422  -0.75
3 N -1.15649 3.68674 -1.61118  0.33
4 C -1.67275 4.81245 -1.01386  -0.58
5 C -2.92727 4.50211 -0.61193  -0.53
6 N -3.19266 3.20645 -0.94427  -0.13
7 B -4.55263 2.50442 -0.77734  0.32
8 N -4.57039 1.58096 0.48714  0.59
9 C -5.74571 0.98683 0.84175  -0.66
10 C -5.57957 0.33698 2.01699  -0.50
11 N -4.27442 0.52959 2.39289  0.11
12 C -3.67622 0.06752 3.61118  -0.66
13 C -3.66853 1.28906 1.43009  -0.38
14 S -2.05554 1.76127 1.55892  -0.20
15 C -2.09859 2.70999 -1.53527  -0.30
16 S -1.86152 1.13817 -2.07495  -0.40
17 H 0.24401 4.41848 -2.95894  0.39
18 H 0.11401 2.64683 -2.84348  0.13
19 H 0.93042 3.56698 -1.55214  0.26
20 H -1.10321 5.71277 -0.91621  0.50
21 H -3.66038 5.11053 -0.11921  0.48
22 H -5.37246 3.35139 -0.58327  -0.20
23 H -4.77144 1.81786 -1.72875  -0.11
24 H -6.61256 1.07765 0.21988  0.46
25 H -6.26615 -0.23257 2.60792  0.49
26 H -3.55896 -1.01797 3.60422  0.31
27 H -4.29118 0.35413 4.46472  0.40
28 H -2.69516 0.53641 3.69278  -0.17
29 C 3.99736 2.01411 -4.45405  -0.45
30 C 4.05730 1.33625 -3.24803  -0.78
31 C 3.00654 0.53077 -2.84881  0.01
32 C 1.88149 0.37297 -3.65212  0.48
33 C 1.82041 1.08624 -4.84617  -0.56
34 C 2.86720 1.89639 -5.24539  -0.63
35 Si 0.49283 -0.85316 -3.22440  0.02
36 C 1.06263 -2.61124 -3.67007  0.58
37 C 0.16707 -3.50458 -4.25822  -0.60
38 C 0.53737 -4.79964 -4.57456  -0.40
39 C 1.82875 -5.23212 -4.31744  -0.37
40 C 2.73638 -4.35189 -3.74670  -0.82
41 C 2.35639 -3.06339 -3.42396  -0.08
42 H 4.82394 2.63332 -4.77119  0.40
43 H 4.93174 1.42897 -2.62240  0.42
44 H 3.06245 0.00320 -1.90268  0.50
45 H 0.94690 0.99368 -5.47410  0.39
46 H 2.80759 2.42774 -6.18323  0.41
47 H -0.63190 -0.63141 -4.15899  -0.29
48 H -0.83907 -3.17458 -4.47833  0.39
49 H -0.17383 -5.46740 -5.04239  0.40
50 H 2.12758 -6.24041 -4.56751  0.41
51 H 3.75154 -4.66606 -3.55241  0.39
52 H 3.07639 -2.39013 -2.98427  0.30
53 C -0.13823 -1.06617 3.11857  -0.11
54 Si 1.54288 -0.14157 3.26651  -0.28
55 C 1.26697 1.33026 4.56223  2.18
56 C 2.49469 2.22790 4.70265  -1.97
57 C 0.89393 0.80038 5.94910  -1.84
58 C 0.11565 2.20411 4.07609  -1.82
59 C 2.88508 -1.47640 3.84200  2.41
60 C 2.30659 -2.42068 4.89846  -1.86
61 C 4.14420 -0.83512 4.41621  -2.14
62 C 3.30398 -2.33484 2.65117  -1.70
63 H -0.50498 -1.43052 4.07518  0.62
64 H -0.02812 -1.90068 2.42765  -0.39
65 H -0.87916 -0.38829 2.70356  -0.29
66 H 3.34261 1.69886 5.12628  0.39
67 H 2.26038 3.05927 5.36919  0.51
68 H 2.78594 2.63639 3.73759  0.36
69 H 1.68103 0.18290 6.37331  0.37
70 H -0.02781 0.22450 5.91551  0.30
71 H 0.74167 1.64605 6.61950  0.53
72 H 0.26308 2.53046 3.04841  0.35
73 H 0.02211 3.08612 4.70860  0.53
74 H -0.82506 1.66765 4.11545  0.21
75 H 1.98185 -1.89072 5.78860  0.30
76 H 3.07796 -3.13180 5.19836  0.54
77 H 1.46094 -2.98080 4.50645  0.25
78 H 3.93925 -0.34268 5.36108  0.40
79 H 4.57126 -0.11478 3.72459  0.43
80 H 4.89200 -1.60506 4.60474  0.53
81 H 2.45643 -2.89032 2.25226  0.05
82 H 4.06863 -3.05170 2.95653  0.48
83 H 3.70423 -1.73050 1.84024  0.41
84 C -1.22061 -4.50700 -1.23896  -0.92
85 As 0.38433 -4.44665 -0.13936  0.53
86 C 1.45491 -6.01491 -0.58791  -1.03
87 C -0.25481 -4.82966 1.66522  -1.13
88 S 1.49067 -2.70474 -0.23008  -0.40
89 H -1.84188 -5.35046 -0.94309  0.45
90 H -0.93138 -4.61239 -2.28408  0.15
91 H -1.77679 -3.57357 -1.12077  0.28
92 H 0.80699 -6.82977 -0.90406  0.39
93 H 2.03551 -6.32825 0.28328  0.40
94 H 2.14285 -5.75874 -1.39477  0.20
95 H -0.72995 -5.80796 1.68965  0.46
96 H -0.96622 -4.06061 1.96777  0.31
97 H 0.60294 -4.81404 2.34112  0.27

Output
* charge: 0
* energy: -5694.4775 hartree
* relative energy (zero: lowest compared OMol25 entry of this formula, charge and spin): 430.2 kJ/mol